Below is C17H25OW as an isolated structure, with properties calculated with wB97M-V/def2-TZVPD.

## Properties
Net charge   +1
<S²>   2.0082
Electronic energy   -804.75274 hartree
M   429.2 g mol⁻¹
Spin multiplicity   3
Lowest unoccupied orbital energy (alpha / beta)   -0.1480 / -0.1470 hartree

Geometry as XYZ:
```
44
Properties=species:S:1:pos:R:3:lowdin_charge:R:1
C 2.5557 0.0845 -2.8749 -0.419
C 3.0795 -1.2805 -2.6775 -0.092
C 1.6981 0.3339 -4.0442 -0.099
C 3.3394 1.2072 -2.3281 -0.096
H 2.3227 0.3827 -4.9492 0.096
H 1.1655 1.2912 -3.9834 0.074
H 0.9732 -0.4725 -4.2132 0.072
H 3.8845 -1.4636 -3.4087 0.095
H 2.3205 -2.0552 -2.8454 0.072
H 3.5237 -1.4201 -1.6827 0.081
H 4.1826 1.4222 -3.0043 0.096
H 3.7788 0.9746 -1.3490 0.078
H 2.7573 2.1330 -2.2524 0.073
C -2.1655 -1.6913 0.3804 -0.194
C -2.0266 -1.0008 -0.8798 -0.168
C -0.7102 -1.2738 -1.3861 -0.166
H -2.8148 -0.4294 -1.3625 0.122
C -0.0425 -2.1405 -0.4606 -0.158
C -0.9409 -2.4152 0.6231 -0.157
H -0.7572 -3.1006 1.4473 0.123
H -3.0795 -1.7708 0.9608 0.099
H -0.3079 -0.9631 -2.3468 0.104
H 0.9670 -2.5350 -0.5594 0.108
C 0.0947 2.1323 1.4619 -0.158
C -1.2948 2.1259 1.0784 -0.193
C -1.3587 1.9181 -0.3468 -0.166
H -2.1310 2.3927 1.7194 0.103
C -0.0193 1.7537 -0.8264 -0.168
C 0.8764 1.8802 0.2903 -0.161
H 1.9604 1.8115 0.2511 0.103
H 0.4816 2.3723 2.4477 0.124
H -2.2660 1.9466 -0.9424 0.123
H 0.2902 1.6441 -1.8589 0.098
W -0.5510 -0.0339 0.6331 1.414
C -1.1100 -0.7506 4.7989 0.025
C -1.6454 -0.3512 3.4900 -0.353
C -3.0482 -0.0104 3.2996 0.020
O -0.7869 -0.3223 2.5339 -0.201
H -1.9160 -0.7312 5.5413 0.097
H -0.3052 -0.0623 5.1138 0.123
H -0.6908 -1.7708 4.7459 0.122
H -3.1660 1.0037 2.8745 0.102
H -3.5572 -0.7232 2.6249 0.102
H -3.5602 -0.0424 4.2666 0.101
```